C10H21ClI2N2O2PRu as an isolated structure in a non-equilibrium geometry. Source: OMol25; level of theory: the ωB97M-V functional and the def2-TZVPD basis.

Last column: Löwdin spin population.
Cartesian coordinates (Å):
I 4.4591 1.8657 -3.0817  1.894
I 1.3573 -2.4857 -2.0646  0.707
Ru -0.2519 -0.6360 -1.3435  0.918
P -1.0804 -0.3787 -3.3302  0.012
C 0.1496 -0.1651 -4.6762  0.008
C -2.0978 -1.7677 -3.8011  0.006
H -2.7698 1.0882 -2.5327  0.000
H -2.6711 1.0869 -4.3075  0.000
H -1.4813 1.9986 -3.3530  0.000
C -2.0925 1.0958 -3.3856  0.009
H -2.9173 -1.8423 -3.0874  0.000
H -2.4909 -1.5873 -4.8010  0.001
H -0.4159 -0.1227 -5.6221  0.000
H 0.8483 -1.0125 -4.7108  0.008
H -1.5300 -2.6956 -3.7842  0.000
H 0.7270 0.7635 -4.5522  0.001
C 1.1412 0.4802 -1.6790  0.019
O 2.2984 0.7030 -1.6098  0.080
Cl -2.4147 -0.9012 -0.5742  0.086
C -1.3043 1.5395 1.5704  0.003
N -0.4042 0.8519 2.4601  0.031
C -0.2904 1.3710 3.8032  0.005
C 0.2463 0.2829 4.6943  0.001
C 1.5522 -0.2704 4.1914  0.002
N 1.4006 -0.6026 2.7995  0.003
C 2.4104 -1.4641 2.2192  0.005
C 0.4609 -0.0837 1.9728  0.015
O 0.4502 -0.5318 0.7898  0.177
H -0.7661 1.9572 0.7085  0.001
H -1.7811 2.3748 2.1000  0.000
H -2.0739 0.8484 1.2133  0.001
H 0.4140 2.2272 3.8383  0.002
H -1.2841 1.6969 4.1560  0.002
H -0.5004 -0.5131 4.8102  0.000
H 0.4282 0.6803 5.6873  0.000
H 1.8012 -1.2066 4.7021  0.000
H 2.3920 0.4419 4.3364  0.000
H 3.4119 -1.0541 2.4704  0.000
H 2.3605 -2.4772 2.6362  0.000
H 2.3087 -1.5554 1.1370  0.003

Summary:
Frontier orbital gap (alpha / beta) in eV: 4.66 / 2.07
Total charge: +3
LUMO level (alpha / beta) in eV: -12.38 / -14.86
Spin multiplicity: 5
Relative energy (zero: lowest compared OMol25 entry of this formula, charge and spin) in kJ/mol: 164.7